Entry 1:
Computed, not measured: a 2-piece molecular cluster, C5H14 overall, with wB97M-V/def2-TZVPD.

The calculation puts the relative energy (zero: lowest compared OMol25 entry of this formula, charge and spin) at 0.600 eV. Its total energy is -5411.449 eV. The strongest force on any atom is 2.39 eV/Å. For the molar mass, the calculation gives 74.17 Da.

Geometry as ORCA input:
```
! RIJCOSX wB97M-V def2-TZVPD def2/J DEFGRID3
* xyz 0 1
C 1.10652 0.54674 1.50435
C 1.38563 1.51052 0.36413
C -0.39781 0.36348 1.82681
H 1.66770 0.83742 2.44672
H 1.63838 -0.39533 1.46705
H 0.55873 1.53512 -0.33661
H 1.66377 2.52316 0.65206
H -0.62945 -0.49256 2.44702
H -0.96047 0.30211 0.89211
H 2.22701 1.11438 -0.19463
H -0.65822 1.26008 2.41804
C -0.22578 -1.36250 -1.43094
C -1.64107 -0.97955 -1.88901
H -0.16790 -1.55934 -0.35390
H 0.13850 -2.18979 -2.03620
H 0.37900 -0.48145 -1.56000
H -2.22937 -0.51531 -1.08742
H -1.63186 -0.26264 -2.74498
H -2.22330 -1.75454 -2.38459
*
```

Entry 2:
Computed, not measured: C7H12N2 as an isolated structure, with wB97M-V/def2-TZVPD.

The calculation puts the relative energy (zero: lowest compared OMol25 entry of this formula, charge and spin) at 7.261 eV. Its total energy is -10426.216 eV. The strongest force on any atom is 6.08 eV/Å. For the molar mass, the calculation gives 124.19 Da.

Geometry as ORCA input:
```
! RIJCOSX wB97M-V def2-TZVPD def2/J DEFGRID3
* xyz 0 1
C -2.40814 -0.87730 -0.12587
C -1.00458 -0.58987 -0.27480
C -0.46244 0.68946 -0.92576
C -0.93719 1.24728 0.35509
C 0.88973 -0.03714 0.88968
C 1.77500 -0.47124 -0.41479
C 1.04243 0.76289 -0.57621
H -3.14130 -0.02709 -0.29989
H -2.48607 -1.82786 -0.74843
H -2.77488 -1.28997 0.93447
H -0.40978 -1.44004 -0.75095
H -0.93888 0.87571 -1.86829
H -1.99776 1.48943 0.71872
H -0.40277 2.14573 0.81033
H 1.36349 0.18648 1.79119
H 1.52164 -1.28768 -1.37882
H 3.17997 0.30683 0.44050
H 3.16914 -0.99477 1.01784
H 1.45275 1.89678 -0.50974
N -0.54340 -0.25418 0.99434
N 3.11304 -0.50347 -0.07861
*
```

Entry 3:
Computed, not measured: one molecule with the formula C2H3N3O, with wB97M-V/def2-TZVPD.

The calculation puts the relative energy (zero: lowest compared OMol25 entry of this formula, charge and spin) at 3.494 eV. Its total energy is -8637.000 eV. The strongest force on any atom is 7.22 eV/Å. For the molar mass, the calculation gives 85.07 Da.

Geometry as ORCA input:
```
! RIJCOSX wB97M-V def2-TZVPD def2/J DEFGRID3
* xyz 0 1
C 0.12114 0.64613 0.26497
C -0.33849 -0.38192 1.01396
H -0.26078 2.42688 -0.77430
H -0.60532 -0.60333 2.03601
H 0.25624 -2.40130 0.62607
N -0.08732 -1.45849 0.25175
N 0.19908 -1.21917 -1.05153
N 0.34463 0.20622 -0.90963
O -0.16009 2.03657 0.30057
*
```

Entry 4:
Computed, not measured: a 3-piece molecular cluster, C3H6N2O2 overall, with wB97M-V/def2-TZVPD.

The calculation puts the relative energy (zero: lowest compared OMol25 entry of this formula, charge and spin) at 4.082 eV. Its total energy is -10280.715 eV. The strongest force on any atom is 0.65 eV/Å. For the molar mass, the calculation gives 102.09 Da.

Geometry as ORCA input:
```
! RIJCOSX wB97M-V def2-TZVPD def2/J DEFGRID3
* xyz 0 1
C -0.97942 -1.99095 -0.51398
O -1.73149 -1.11550 -0.16023
C -0.61607 1.32513 0.55059
N -1.77515 1.66464 0.62244
N 0.57311 1.00470 0.61951
C 1.63244 1.69973 0.01802
O 2.71190 1.20468 -0.15717
H 1.26377 -1.80287 0.16947
H -0.43700 -1.95699 -1.47677
H -0.77172 -2.87484 0.11694
H -2.49739 1.17138 0.11434
H 1.21821 -1.07990 0.33921
H 1.40883 2.75079 -0.24237
*
```